# 1
Molecular formula: C23H40CsGeN6O6PS2
Method: DFT, ωB97M-V/def2-TZVPD

Last column: Mulliken spin population.
Atoms and positions in Å:
1 Cs -0.032 -0.177 -0.876  0.009
2 Ge 3.575 -1.336 0.880  -0.004
3 S -3.296 0.502 0.377  -0.003
4 S -4.595 3.162 2.026  0.000
5 P -4.152 1.241 1.998  0.000
6 O -1.008 3.179 -2.776  0.000
7 O 0.802 2.046 -2.503  0.000
8 O 3.739 -3.055 -1.334  0.118
9 O -3.250 0.935 3.304  0.000
10 O -5.440 0.354 2.392  0.000
11 O 2.197 -2.035 -0.074  0.014
12 N -1.176 3.147 1.266  0.000
13 N -2.300 3.813 -0.598  0.000
14 N -0.084 2.883 -0.714  0.001
15 N -0.121 2.719 -2.051  0.000
16 N 0.160 -3.004 -1.639  0.269
17 N -0.445 2.085 1.840  0.000
18 C 3.919 0.492 -1.323  -0.016
19 C 2.625 -0.042 2.004  0.001
20 C 2.545 -2.792 -1.158  0.040
21 C -6.506 -1.312 1.011  0.000
22 C 1.460 -3.181 -2.024  0.283
23 C -2.165 -3.058 -2.179  0.102
24 C -2.922 -3.799 -4.347  0.106
25 C -1.203 3.263 -0.083  0.000
26 C -1.609 -4.055 -4.712  -0.015
27 C 4.732 -0.352 -0.339  -0.005
28 C 4.020 2.064 -3.319  -0.001
29 C -1.767 -0.402 4.607  0.000
30 C -0.813 -3.291 -2.536  -0.018
31 C -6.467 0.146 1.410  0.000
32 C -0.550 -3.812 -3.837  0.028
33 C -3.189 -3.299 -3.071  -0.053
34 C 4.810 1.237 -2.312  0.004
35 C 0.827 -4.068 -4.173  0.155
36 C 1.799 -3.757 -3.281  -0.067
37 C 2.946 2.023 3.476  0.000
38 C -2.909 -0.424 3.618  0.000
39 C 3.583 0.764 2.884  0.000
40 C 2.757 3.127 2.438  0.000
41 H -2.374 -2.696 -1.178  0.008
42 H 2.092 0.628 1.322  -0.002
43 H -1.514 -1.421 4.905  0.000
44 H 3.404 2.811 -2.816  0.000
45 H 3.958 0.123 3.687  0.000
46 H 5.496 1.883 -1.754  0.000
47 H 5.412 0.290 0.231  0.002
48 H 5.335 -1.078 -0.884  -0.004
49 H 2.847 -3.916 -3.498  -0.001
50 H -3.789 -0.915 4.038  0.000
51 H 3.290 1.218 -0.793  -0.001
52 H 1.983 1.754 3.925  0.000
53 H -2.630 -0.947 2.700  0.000
54 H -5.567 -1.593 0.534  0.000
55 H -3.731 -3.988 -5.041  0.014
56 H -0.878 0.053 4.166  0.000
57 H -7.325 -1.487 0.311  0.000
58 H 1.865 -0.531 2.619  0.000
59 H 3.726 3.446 2.046  0.000
60 H 3.569 2.401 4.291  0.000
61 H 3.343 1.432 -3.896  0.000
62 H 2.153 2.797 1.591  0.000
63 H 3.240 -0.157 -1.887  0.015
64 H -6.283 0.780 0.540  0.000
65 H 0.103 2.458 2.604  0.000
66 H 5.432 0.506 -2.837  0.000
67 H 1.067 -4.493 -5.141  0.019
68 H -2.039 0.166 5.497  0.000
69 H -2.344 3.851 -1.605  0.000
70 H -6.658 -1.942 1.889  0.000
71 H -7.404 0.462 1.870  0.000
72 H 2.270 4.004 2.869  0.000
73 H -1.385 -4.452 -5.697  -0.007
74 H 4.683 2.578 -4.017  0.000
75 H 4.461 1.072 2.304  0.000
76 H -4.214 -3.107 -2.774  0.005
77 H 4.253 -2.423 1.728  0.001
78 H -3.153 3.729 -0.048  0.000
79 H -1.119 1.419 2.211  0.000
80 H -2.070 3.357 1.715  0.000

HOMO level (alpha / beta)	-2.41 / -5.31	eV
E	-4915.3312	a.u.
2S+1	2
total charge	-1
orbital gap (alpha / beta)	4.45 / 7.35	eV
relative energy (zero: lowest compared OMol25 entry of this formula, charge and spin)	0.000	eV
<S²>	0.77



# 2
Molecular formula: C4H8N9O7P2Pd
Method: DFT, ωB97M-V/def2-TZVPD

Last column: natural (NBO) charge in e.
Atoms and positions in Å:
1 Pd 0.051 0.892 0.076  1.040
2 P -1.483 -1.232 -0.461  2.308
3 P 1.253 -1.766 -1.526  2.386
4 O -0.463 -3.670 -1.239  -0.755
5 O -1.163 -0.099 -1.461  -1.134
6 O -2.734 -2.095 -1.013  -1.012
7 O -1.672 -0.795 0.942  -1.105
8 O 1.909 -0.637 -0.857  -1.106
9 O 2.200 -3.011 -1.798  -0.981
10 O 0.632 -1.476 -2.954  -1.004
11 N -0.476 4.436 -1.833  -0.103
12 N 0.874 2.918 3.525  -0.382
13 N 0.046 3.967 1.539  -0.592
14 N -0.401 4.955 -0.587  -0.386
15 N -0.135 2.791 -0.533  -0.404
16 N 1.260 1.651 3.784  -0.096
17 N -0.351 3.161 -1.810  -0.108
18 N 1.194 0.923 2.728  -0.117
19 N 0.716 1.694 1.735  -0.370
20 C -0.169 3.917 0.187  0.438
21 C 0.522 2.903 2.255  0.447
22 C -0.095 -2.457 -0.536  -0.524
23 C 0.379 -2.808 0.872  -0.629
24 H 1.676 -3.746 -2.151  0.516
25 H -1.422 -3.674 -1.350  0.496
26 H 0.710 -1.923 1.418  0.255
27 H -0.445 -3.257 1.427  0.220
28 H 1.198 -3.524 0.812  0.216
29 H -0.065 4.847 2.009  0.424
30 H -3.464 -2.070 -0.381  0.518
31 H -0.084 -0.812 -2.823  0.542

HOMO level	-5.47	eV
E	-1987.5841	a.u.
total charge	-1
orbital gap	7.39	eV
relative energy (zero: lowest compared OMol25 entry of this formula, charge and spin)	0.216	eV



# 3
Molecular formula: C33H39BN4O2P2V
Method: DFT, ωB97M-V/def2-TZVPD

Last column: Mulliken spin population.
Atoms and positions in Å:
1 V -1.367 1.495 -4.771  -0.001
2 P -1.099 -0.789 -1.474  0.014
3 P 1.623 -0.523 -2.208  0.007
4 O -1.313 0.784 0.806  0.179
5 O 0.623 -0.674 0.834  0.161
6 N -2.593 -1.689 -0.980  0.001
7 N 3.022 0.266 -3.099  0.000
8 N 2.552 -1.615 -1.322  -0.002
9 N -1.822 0.528 -2.481  0.005
10 C 0.034 -0.568 2.046  0.206
11 C 0.379 0.183 -6.638  0.002
12 C -4.179 -2.695 0.308  0.001
13 C -1.663 -0.344 4.273  0.131
14 C -3.389 1.536 -3.802  0.000
15 C 3.600 -1.161 -0.503  -0.001
16 C -0.996 -0.477 -6.850  0.001
17 C -2.085 0.352 -6.283  0.002
18 C 0.190 -1.435 3.124  -0.041
19 C 3.662 -3.436 -0.601  0.000
20 C -1.606 1.911 -2.417  -0.001
21 C 0.785 -1.698 -3.344  -0.002
22 C -0.670 -1.328 4.219  0.158
23 C -1.052 0.339 2.050  0.202
24 C 0.011 3.204 -6.296  0.000
25 C 4.382 2.008 -3.707  0.000
26 C -0.663 -1.911 -2.855  0.005
27 C 4.001 -0.220 -3.974  0.001
28 C 0.761 1.579 -0.497  0.018
29 C -3.503 -2.332 -1.820  0.001
30 C 4.837 0.824 -4.366  -0.001
31 C 0.362 2.337 -5.154  -0.001
32 C 0.484 0.891 -5.329  0.001
33 C 4.299 -2.275 -0.054  0.001
34 C -2.211 1.797 -6.468  -0.001
35 C -1.224 2.715 -7.116  -0.001
36 C -2.749 0.309 -3.524  0.000
37 C 2.596 -3.012 -1.357  0.001
38 C 3.259 1.652 -2.968  -0.001
39 C -1.866 0.502 3.182  -0.027
40 C -2.979 -1.976 0.336  0.009
41 C -2.627 2.571 -3.140  0.001
42 C -4.514 -2.895 -1.066  0.000
43 B -0.150 0.282 -0.055  -0.053
44 H -4.735 -3.035 1.159  0.000
45 H 3.973 -4.466 -0.475  0.000
46 H -3.249 2.130 -6.490  0.000
47 H -2.304 -0.258 5.159  0.004
48 H 0.944 -2.208 3.057  0.000
49 H 4.030 -1.269 -4.228  0.000
50 H -2.365 -1.664 1.166  0.006
51 H -1.001 -1.474 -6.381  0.000
52 H 0.758 -1.294 -4.372  0.000
53 H -1.029 2.326 -1.617  0.000
54 H 1.311 -2.667 -3.412  0.000
55 H 2.633 2.260 -2.341  0.002
56 H 1.333 0.517 -4.758  -0.001
57 H -3.072 -0.159 -6.263  0.000
58 H 1.856 -3.578 -1.899  0.000
59 H 0.386 2.392 0.146  0.000
60 H 1.063 2.766 -4.433  0.000
61 H 0.637 0.827 -7.491  0.000
62 H -0.140 4.246 -5.980  0.000
63 H -0.822 2.263 -8.028  0.000
64 H -0.812 -2.961 -2.541  0.001
65 H 5.172 -2.254 0.567  0.000
66 H -4.259 1.674 -4.432  0.000
67 H -3.325 -2.359 -2.882  0.000
68 H -1.752 3.629 -7.428  0.000
69 H -2.994 -0.691 -3.872  0.000
70 H -0.572 -2.057 5.026  0.004
71 H 3.731 -0.112 -0.312  0.001
72 H -2.951 3.591 -2.961  0.000
73 H 1.812 1.436 -0.219  0.001
74 H 4.813 3.008 -3.755  0.000
75 H 1.134 -0.619 -6.637  0.000
76 H -2.652 1.251 3.142  0.001
77 H 0.697 1.914 -1.554  0.006
78 H 5.679 0.769 -5.055  0.000
79 H 0.889 3.276 -6.964  0.000
80 H -1.375 -1.779 -3.690  0.001
81 H -1.140 -0.671 -7.925  0.000
82 H -5.396 -3.393 -1.444  0.000

HOMO level (alpha / beta)	-12.87 / -12.87	eV
E	-3301.2373	a.u.
2S+1	2
total charge	+2
orbital gap (alpha / beta)	6.51 / 4.24	eV
<S²>	0.77



# 4
Molecular formula: C4H10NS
Method: DFT, ωB97M-V/def2-TZVPD

Last column: natural (NBO) charge in e.
Atoms and positions in Å:
1 S -3.469 -0.505 -0.534  -0.728
2 N 1.548 0.328 0.624  -0.630
3 C -0.955 -0.273 0.734  -0.440
4 C 1.639 0.815 -0.759  -0.420
5 C -1.658 -0.260 -0.611  -0.529
6 C 0.527 -0.725 0.758  -0.222
7 H -1.477 -0.922 1.444  0.213
8 H 0.654 1.020 -1.182  0.185
9 H 0.703 -1.213 1.706  0.177
10 H 1.189 1.086 1.197  0.337
11 H 2.132 0.069 -1.368  0.180
12 H -1.460 0.669 -1.159  0.171
13 H -1.242 -1.053 -1.236  0.168
14 H 0.670 -1.473 -0.027  0.178
15 H 2.234 1.731 -0.808  0.180
16 H -1.036 0.706 1.219  0.179

HOMO level	-2.23	eV
SMILES	CNCCC[S-]
E	-611.3551	a.u.
total charge	-1
orbital gap	6.03	eV
relative energy (zero: lowest compared OMol25 entry of this formula, charge and spin)	0.292	eV



# 5
Molecular formula: C2H6N2O3
Method: DFT, ωB97M-V/def2-TZVPD

Last column: natural (NBO) charge in e.
Atoms and positions in Å:
1 O -0.238 -2.540 -1.121  -0.647
2 O 0.200 2.734 -0.709  -0.957
3 O -0.265 0.810 1.866  -0.546
4 N 0.156 -0.324 -1.399  -0.845
5 N -0.282 -1.284 0.746  -0.705
6 C 0.209 -0.326 1.694  0.553
7 C -0.172 -1.408 -0.649  0.782
8 H -0.474 -2.198 1.161  0.420
9 H -0.726 2.958 -0.914  0.482
10 H 0.244 2.472 0.219  0.491
11 H 0.357 -0.656 -2.281  0.407
12 H 0.202 0.661 -1.091  0.435
13 H 0.790 -0.898 2.478  0.130

HOMO level	-10.29	eV
SMILES	NC(=O)NC=O.O
E	-415.0548	a.u.
orbital gap	10.42	eV
relative energy (zero: lowest compared OMol25 entry of this formula, charge and spin)	1.112	eV



# 6
Molecular formula: C40H52N2O3
Method: DFT, ωB97M-V/def2-TZVPD

Last column: Mulliken charge in e.
Atoms and positions in Å:
1 O -1.490 0.593 4.617  -0.768
2 O 1.025 1.359 1.342  -0.478
3 O 2.557 0.127 2.496  -0.118
4 N -2.739 -3.105 -4.767  0.111
5 N 6.268 -6.242 -3.243  0.152
6 C 2.272 1.333 -1.377  0.880
7 C 3.554 0.402 1.505  0.902
8 C 3.658 1.638 -1.477  -0.089
9 C -3.127 -1.333 2.386  -0.878
10 C -3.052 -0.155 1.403  0.078
11 C -0.337 -2.863 -4.999  -0.920
12 C -1.959 2.154 1.845  0.077
13 C 3.372 -3.228 -2.748  -0.169
14 C 1.796 -0.030 -1.368  -0.509
15 C -0.389 -2.367 3.795  -1.098
16 C 0.552 0.461 3.514  0.278
17 C -2.919 -3.386 -6.178  -1.133
18 C 1.365 2.417 -1.230  -0.432
19 C -3.185 1.236 2.041  -1.169
20 C 1.827 3.711 -1.038  -0.679
21 C 2.349 -2.238 -2.429  0.299
22 C -1.142 2.393 3.111  -1.288
23 C 1.048 -1.954 4.134  -0.656
24 C -2.199 -2.499 2.012  -1.069
25 C 5.340 -5.246 -3.181  1.723
26 C 3.206 3.973 -1.004  -0.447
27 C -1.524 -2.814 -4.213  1.727
28 C -0.158 -2.299 -2.256  -0.478
29 C 4.757 -2.937 -2.642  -0.689
30 C -0.705 1.101 3.789  0.545
31 C -3.955 -3.217 -3.986  -1.140
32 C 1.351 0.745 2.356  0.622
33 C -1.407 -2.478 -2.834  -0.915
34 C 1.163 -0.474 4.519  -1.602
35 C 1.019 -2.388 -3.026  0.300
36 C 5.715 -3.900 -2.909  -1.018
37 C -0.722 -2.227 2.309  1.001
38 C 3.957 -5.528 -3.351  -0.898
39 C 0.892 -2.630 -4.414  -0.795
40 C 4.746 -0.491 1.726  -1.666
41 C 7.674 -6.020 -2.970  -1.116
42 C 2.638 -1.123 -1.613  -0.642
43 C 4.117 2.931 -1.227  -0.733
44 C 3.011 -4.542 -3.152  -0.856
45 C 5.888 -7.625 -3.453  -1.180
46 H 1.961 -4.800 -3.276  0.482
47 H -2.320 3.129 1.488  0.364
48 H 3.108 0.178 0.538  -0.669
49 H 5.154 -0.395 2.736  0.396
50 H -2.113 -2.959 -6.781  0.341
51 H 5.089 -7.705 -4.198  0.371
52 H -2.304 -2.365 -2.222  0.429
53 H -0.424 -1.222 1.967  -0.779
54 H -3.752 -3.540 -2.961  0.403
55 H -0.079 -2.117 -1.183  0.848
56 H -3.874 -2.949 -6.502  0.417
57 H 1.105 4.518 -0.888  0.366
58 H -4.503 -2.261 -3.954  0.293
59 H 0.633 -0.323 5.469  0.428
60 H 3.629 -6.531 -3.617  0.189
61 H 3.638 -1.104 -1.168  0.593
62 H -0.253 2.984 2.870  0.388
63 H -4.603 -3.958 -4.471  0.402
64 H 1.722 -2.172 3.294  0.269
65 H -2.304 -2.723 0.944  0.050
66 H -4.165 -1.697 2.406  0.511
67 H 4.367 0.835 -1.694  0.425
68 H -1.274 1.772 1.079  -0.258
69 H -3.880 -0.271 0.687  0.546
70 H -2.966 -4.473 -6.358  0.329
71 H 8.089 -6.922 -2.507  0.435
72 H -3.393 1.153 3.115  0.512
73 H -4.052 1.736 1.585  0.478
74 H 5.193 3.123 -1.202  0.401
75 H 7.816 -5.175 -2.289  0.371
76 H 6.764 -8.176 -3.812  0.442
77 H -0.547 -3.418 4.089  0.567
78 H 6.770 -3.624 -2.884  0.341
79 H 5.517 -0.198 1.010  0.424
80 H -1.770 2.937 3.829  0.458
81 H 4.481 -1.536 1.533  0.317
82 H -2.519 -3.385 2.576  0.451
83 H -2.901 -0.988 3.407  0.372
84 H 1.386 -2.544 4.995  0.361
85 H -0.380 -3.105 -6.060  0.148
86 H -0.091 -2.931 1.743  0.498
87 H -1.086 -1.755 4.389  0.218
88 H 8.239 -5.819 -3.893  0.295
89 H -2.130 -0.213 0.810  -0.269
90 H 0.296 2.198 -1.236  0.216
91 H 5.537 -8.099 -2.521  0.331
92 H 2.222 -0.219 4.641  0.422
93 H 3.808 1.470 1.540  0.275
94 H 3.566 4.984 -0.802  0.380
95 H 5.081 -1.931 -2.375  0.458
96 H 1.784 -2.625 -5.041  0.542
97 H 0.717 -0.162 -1.373  0.354

HOMO level	-5.37	eV
E	-1890.4975	a.u.
orbital gap	2.92	eV
relative energy (zero: lowest compared OMol25 entry of this formula, charge and spin)	0.000	eV



# 7
Molecular formula: C6H9NS
Method: DFT, ωB97M-V/def2-TZVPD

Last column: natural (NBO) charge in e.
Atoms and positions in Å:
1 S 1.922 -0.215 -0.135  0.190
2 N -1.536 1.873 -1.312  -0.822
3 C -0.501 1.613 -0.346  0.002
4 C -0.666 -0.962 0.715  -0.012
5 C -0.402 0.417 0.500  -0.337
6 C -1.772 -1.565 1.029  -0.382
7 C 0.395 0.461 -0.695  -0.387
8 C 0.712 -1.589 0.535  -0.533
9 H -1.368 3.092 -1.528  0.362
10 H -0.051 2.523 0.204  0.202
11 H -2.628 1.796 -0.800  0.373
12 H 1.382 -2.009 1.438  0.239
13 H 0.539 -2.485 -0.102  0.228
14 H 0.039 0.931 1.346  0.241
15 H -2.780 -1.084 0.609  0.200
16 H 0.153 -0.109 -1.551  0.237
17 H -1.869 -2.583 1.304  0.198

HOMO level	-8.33	eV
SMILES	C=C1CS[C@@H]2[C@@H](N)[C@@H]12
E	-686.7311	a.u.
orbital gap	8.92	eV
relative energy (zero: lowest compared OMol25 entry of this formula, charge and spin)	6.307	eV



# 8
Molecular formula: C10H13Cl4NO2
Method: DFT, ωB97M-V/def2-TZVPD

Last column: natural (NBO) charge in e.
Atoms and positions in Å:
1 Cl 3.071 -3.113 -3.813  -0.055
2 Cl 2.612 -1.174 1.596  -0.090
3 Cl 2.884 1.064 -0.875  -0.087
4 Cl -0.303 -2.452 -1.230  -0.087
5 O -3.473 3.540 -0.789  -0.367
6 O -3.652 1.728 -1.942  -0.377
7 N -3.303 2.352 -0.952  0.531
8 C 2.863 0.610 1.824  -0.371
9 C -1.409 1.492 2.150  -0.224
10 C -1.370 0.110 2.040  -0.185
11 C -2.704 1.562 0.133  0.015
12 C 1.827 -3.476 -2.602  -0.387
13 C 2.110 1.360 0.749  -0.372
14 C 1.091 -2.178 -2.319  -0.376
15 C -2.129 -0.546 1.100  -0.202
16 C -2.736 0.186 0.080  -0.176
17 C -2.046 2.222 1.161  -0.191
18 H -3.194 -0.304 -0.768  0.254
19 H -0.935 2.061 2.939  0.222
20 H -0.730 -0.465 2.703  0.223
21 H -2.048 3.303 1.225  0.245
22 H 1.160 -4.261 -2.938  0.225
23 H 1.713 -1.471 -1.777  0.233
24 H -2.056 -1.624 1.061  0.229
25 H 1.120 0.971 0.554  0.239
26 H 2.477 0.811 2.821  0.224
27 H 0.711 -1.710 -3.222  0.222
28 H 2.121 2.425 0.960  0.227
29 H 3.942 0.706 1.840  0.235
30 H 2.388 -3.731 -1.706  0.222

HOMO level	-10.21	eV
SMILES	O=[N+]([O-])c1ccccc1.ClCCCl.ClCCCl
E	-2434.7604	a.u.
orbital gap	9.73	eV
relative energy (zero: lowest compared OMol25 entry of this formula, charge and spin)	0.146	eV